No. 1
The following is a DFT calculation (the ωB97M-V functional and the def2-TZVPD basis) of a structure of composition C2ClO6Zr3.

Geometry as XYZ:
```
12
Properties=species:S:1:pos:R:3:lowdin_charge:R:1
Zr 18.57706 -13.46421 -23.85073 2.416
Zr 20.11828 -9.78478 -19.82475 2.670
Zr 21.72908 -14.27233 -19.13213 2.725
C 21.36922 -11.65100 -17.30148 -0.802
O 21.42109 -11.41137 -16.08053 0.505
O 20.75055 -10.91684 -17.99066 0.052
O 21.80984 -12.57732 -17.96406 -0.004
C 19.11221 -12.71340 -20.47257 -0.718
O 20.09363 -13.23003 -19.90601 -0.105
O 19.03459 -11.50246 -20.35591 -0.049
O 18.90667 -12.95319 -21.64945 -0.104
Cl 20.70926 -14.53388 -23.39590 0.415
```

Its net charge is +7. The total energy comes out at -30588.8064 eV. As for the spin multiplicity: 1.

No. 2
The following is a DFT calculation (the ωB97M-V functional and the def2-TZVPD basis) of a structure of composition C25H15Cl4O2ReTe.

Geometry as XYZ:
```
48
Properties=species:S:1:pos:R:3:lowdin_charge:R:1
Re 0.16244 -1.40817 -0.06295 1.390
Cl 2.75658 -4.42618 -4.76778 0.801
C 1.70570 -3.99673 -3.50651 -0.666
C 0.30347 -4.23883 -3.64693 -0.667
Cl -0.27685 -4.96195 -5.06944 0.797
C -0.58859 -3.88608 -2.65276 -0.620
Cl -2.26879 -4.12964 -2.78059 0.812
C -0.07352 -3.32723 -1.46784 -0.363
O -0.83629 -3.00744 -0.41032 -0.144
C 1.32677 -3.07984 -1.33718 -0.364
O 1.70570 -2.46730 -0.19569 -0.167
C 2.22008 -3.39979 -2.37084 -0.626
Cl 3.87198 -3.03372 -2.17238 0.813
Te 1.05272 0.73247 -1.51873 1.602
C 1.39097 2.48227 -0.41627 -0.504
C 0.89744 2.66097 0.87003 -0.127
C 1.13406 3.86629 1.50959 -0.049
C 1.85362 4.86827 0.86801 -0.034
C 2.33941 4.67587 -0.41630 -0.044
C 2.11167 3.47403 -1.07213 -0.135
C -1.01325 0.74424 -1.87597 -0.511
C -1.59979 1.20920 -3.04293 -0.087
C -2.96002 1.00260 -3.23425 -0.016
C -3.71558 0.31214 -2.29198 -0.020
C -3.12895 -0.16195 -1.12784 -0.030
C -1.77539 0.08099 -0.91803 -0.251
H 0.32546 1.88707 1.36512 0.078
H 0.75531 4.02609 2.51010 0.120
H 2.03576 5.80593 1.37504 0.124
H 2.89842 5.45762 -0.91144 0.124
H 2.50149 3.32418 -2.07125 0.101
H -1.01216 1.70563 -3.80385 0.118
H -3.43155 1.37139 -4.13522 0.130
H -4.77247 0.15684 -2.45940 0.128
H -3.72188 -0.66358 -0.37533 0.131
H -1.43506 -0.07621 0.13746 0.061
C 0.05814 -0.87369 1.59308 -0.147
C -0.01237 -0.56514 2.96091 -0.292
C 1.06474 0.10267 3.57645 -0.018
C 1.00122 0.37307 4.92635 -0.032
C -0.12055 -0.00803 5.65960 -0.009
C -1.18661 -0.66876 5.05511 -0.032
C -1.14030 -0.95769 3.70778 -0.003
H 1.93136 0.38435 2.99299 0.126
H 1.82334 0.87466 5.41759 0.124
H -0.16086 0.20813 6.71885 0.127
H -2.04500 -0.96297 5.64241 0.125
H -1.95203 -1.48604 3.22563 0.126
```

Its net charge is +2. The total energy comes out at -89757.8272 eV. As for the spin multiplicity: 1.

No. 3
The following is a DFT calculation (the ωB97M-V functional and the def2-TZVPD basis) of a structure of composition CH24F3O15SZn.

Geometry as XYZ:
```
45
Properties=species:S:1:pos:R:3:lowdin_charge:R:1
Zn 1.24184 2.87796 -2.24435 0.925
C -0.49056 0.31593 0.84799 -0.659
F -0.79826 -0.89819 1.18257 0.209
F -1.45433 0.90371 0.11589 0.124
F -0.32858 1.03888 1.95768 0.139
S 1.06259 0.28573 -0.13869 0.596
O 1.10369 1.59482 -0.80523 -0.356
O 2.11496 0.07533 0.82176 -0.271
O 0.94379 -0.80267 -1.06432 -0.256
O 3.68320 -2.31667 0.76298 -0.056
H 3.14258 -3.07328 1.02203 0.040
H 3.11476 -1.54875 0.91474 -0.018
O -3.86523 -1.20477 0.66294 -0.075
H -3.76952 -0.89688 1.58956 0.006
H -4.46917 -0.57646 0.25999 0.044
O -1.92990 2.44567 3.63721 -0.034
H -1.72540 2.96933 2.85680 0.055
H -1.07302 2.11183 3.93683 0.062
O 3.09193 3.39169 -1.72110 0.012
H 3.47084 3.28877 -0.83117 0.130
H 3.72401 3.92591 -2.22640 0.122
O -0.77822 2.58623 -2.61762 0.000
H -1.07495 2.51656 -3.53798 0.108
H -1.55882 2.38296 -2.08147 0.098
O 0.58659 -3.50851 -0.16141 -0.060
H -0.24322 -3.97339 -0.31542 0.030
H 0.45706 -2.61615 -0.51061 -0.018
O -2.75267 -0.05999 -3.19676 -0.045
H -2.40367 0.16748 -2.32821 0.004
H -3.61286 -0.45091 -3.00125 0.054
O 3.11371 -2.14216 -2.53465 -0.071
H 3.54200 -2.91487 -2.15154 0.042
H 2.61689 -1.76667 -1.79872 -0.028
O 1.73509 1.47768 -3.62043 -0.003
H 2.52013 0.90373 -3.58461 0.122
H 1.22259 1.16895 -4.38117 0.116
O -3.32681 0.13463 3.04839 -0.061
H -3.45577 -0.32375 3.88591 0.065
H -2.72563 0.88308 3.24698 0.003
O -2.42735 -3.64856 1.13961 -0.055
H -2.77339 -2.74269 1.13598 -0.019
H -2.35462 -3.89368 2.06675 0.041
O 2.16040 0.97748 3.39114 -0.080
H 2.19653 0.67033 2.46036 -0.024
H 2.54676 0.26427 3.90903 0.041
```

Its net charge is +1. The total energy comes out at -99539.1947 eV. As for the spin multiplicity: 1.

No. 4
The following is a DFT calculation (the ωB97M-V functional and the def2-TZVPD basis) of the ion C5H4NO3 with charge -1.

Geometry as XYZ:
```
13
Properties=species:S:1:pos:R:3:lowdin_charge:R:1
C -1.46414 -1.04457 -0.71073 -0.037
C -2.42796 -0.55273 -0.00890 -0.213
C -0.34587 1.60568 -0.53325 -0.223
C -0.09267 -0.91375 -0.18825 -0.559
C 1.73698 0.40868 0.49212 -0.098
N 0.34043 0.30244 0.11649 -0.103
O -3.32040 -0.03366 0.53125 0.147
O 0.33061 2.61725 -0.34054 -0.167
O 0.61412 -1.94249 -0.14457 -0.033
H -1.55948 -1.90659 -1.25990 0.086
H 2.05674 1.44664 0.47861 0.054
H 2.48604 -0.25429 0.02895 0.084
H 1.64558 0.26737 1.53871 0.063
```

Its net charge is -1. As for the spin multiplicity: 1. The calculation puts the energy above the lowest of the compared OMol25 structures with the same formula, charge and spin at 2.361 eV.

No. 5
The following is a DFT calculation (the ωB97M-V functional and the def2-TZVPD basis) of an isolated molecule of C6H13NO.

Geometry as XYZ:
```
21
Properties=species:S:1:pos:R:3:lowdin_charge:R:1
C 1.20628 0.54873 -1.31662 0.054
C 0.76874 0.32538 -0.09550 -0.239
C 1.85629 0.07688 1.11832 -0.207
O 3.16156 0.41808 0.73962 -0.077
C -0.56994 0.38570 0.51942 -0.339
C -0.93934 -0.83076 1.36037 -0.065
N -1.66369 0.58219 -0.60105 -0.093
C -1.93381 -0.54245 -1.47647 -0.162
H 2.26067 0.48426 -1.53951 0.065
H 0.54842 0.76715 -2.14198 0.057
H 1.55743 0.62562 2.02305 0.116
H 1.87468 -0.99238 1.33848 0.116
H 3.18556 1.35791 0.52716 0.092
H -0.66288 1.30073 1.11804 0.143
H -0.68670 -1.75351 0.84416 0.085
H -2.01136 -0.81188 1.54109 0.083
H -0.42635 -0.80723 2.31878 0.074
H -1.42818 1.40334 -1.15009 0.085
H -2.38813 -1.35055 -0.90148 0.067
H -1.05030 -0.94726 -1.99089 0.067
H -2.65895 -0.23995 -2.23487 0.078
```

The SMILES is C=C(CO)[C@H](C)NC. As for the spin multiplicity: 1. The calculation puts the energy above the lowest of the compared OMol25 structures with the same formula, charge and spin at 2.292 eV.

No. 6
The following is a DFT calculation (the ωB97M-V functional and the def2-TZVPD basis) of a cluster of 2 separate species, C11H14O4 in total.

Geometry as XYZ:
```
29
Properties=species:S:1:pos:R:3:lowdin_charge:R:1
C -0.36803 -3.82452 1.74329 -0.024
H 0.49598 -3.95900 2.27321 0.036
H -1.14193 -4.50122 2.24792 0.099
H -0.30921 -4.35738 0.69546 0.119
O -1.07113 -2.47964 1.39608 -0.125
C -0.11882 -1.50346 0.80643 -0.199
C 1.14238 -1.75208 0.36939 -0.052
C 1.89210 -1.02286 -0.55676 -0.059
C 1.44173 0.29532 -0.70031 0.023
C 0.13870 0.63425 -0.07069 -0.100
C -0.38232 -0.33811 0.53552 -0.292
O -1.70032 0.17084 0.91161 -0.145
C -3.06169 -0.69475 1.23791 0.097
H -2.90820 -1.45638 0.46739 0.089
H -2.78638 -1.32720 2.09091 0.068
H -3.68936 0.02395 1.46554 0.025
C -0.47073 2.10804 -0.15106 -0.008
H 0.06770 2.75760 0.61250 0.155
H -1.38874 1.86066 -0.15449 0.022
C 0.10308 2.72470 -1.51573 -0.124
C 1.33722 3.36345 -1.68963 -0.449
O 2.07295 3.97221 -0.58549 -0.130
O 2.04372 3.30770 -2.79035 0.076
H 2.90409 3.88724 -2.68488 0.200
H 0.02163 1.81185 -2.65794 0.254
H -0.72519 3.39633 -1.79025 0.123
H 1.87734 1.10334 -1.05448 0.034
H 2.99416 -1.38555 -0.87822 0.154
H 1.58927 -2.81531 0.42714 0.131
```

As for the spin multiplicity: 1. The calculation puts the energy above the lowest of the compared OMol25 structures with the same formula, charge and spin at 5.894 eV.

No. 7
The following is a DFT calculation (the ωB97M-V functional and the def2-TZVPD basis) of a structure of composition C31H36BaN7O2S2.

Geometry as XYZ:
```
79
Properties=species:S:1:pos:R:3:lowdin_charge:R:1
Ba 0.09528 0.62990 -0.43132 1.695
C -1.04081 -2.18558 1.00814 -0.132
N -0.95135 -0.87871 1.66049 -0.282
C -2.29139 -0.29743 1.85177 -0.183
C -2.24147 1.22419 1.94015 -0.194
N -2.14973 1.84783 0.61199 -0.288
C -1.66310 3.22465 0.72835 -0.107
C -3.42374 1.78620 -0.08634 -0.280
C -4.44420 2.66042 0.27943 -0.058
C -5.66598 2.69077 -0.36988 -0.121
C -5.88111 1.80889 -1.42231 -0.123
C -4.89292 0.91541 -1.78074 -0.144
C -3.64331 0.85676 -1.12689 -0.644
S -2.51008 -0.35823 -1.62539 0.469
C -0.23866 -0.95307 2.92441 -0.286
C -0.55576 -1.96859 3.82485 -0.054
C 0.08418 -2.11007 5.04441 -0.115
C 1.05898 -1.18299 5.39319 -0.128
C 1.36757 -0.15377 4.52795 -0.168
C 0.74742 0.00060 3.26765 -0.678
S 1.23430 1.34195 2.28225 0.444
H -1.71094 -2.88651 1.52444 0.081
H -0.04525 -2.63069 0.95451 0.075
H -1.42550 -2.05075 -0.00391 0.000
H -2.75656 -0.69524 2.76633 0.125
H -2.92073 -0.58507 1.00771 0.084
H -1.36098 1.51224 2.51746 0.070
H -3.12853 1.58816 2.48235 0.125
H -2.25891 3.83280 1.42128 0.080
H -1.68192 3.69397 -0.25648 0.097
H -0.63143 3.21501 1.08922 0.044
H -4.27897 3.34740 1.10234 0.100
H -6.43167 3.39231 -0.06164 0.085
H -6.82368 1.81714 -1.95876 0.090
H -5.06196 0.21561 -2.58924 0.081
H -1.34036 -2.67123 3.56675 0.101
H -0.18341 -2.91669 5.71620 0.086
H 1.57799 -1.26750 6.34249 0.093
H 2.11061 0.58604 4.79974 0.083
C -0.94217 3.52632 -5.29584 -0.029
C -0.65473 2.58011 -4.15796 -0.300
N -1.31103 1.51655 -3.94734 0.009
O -2.35613 1.28608 -4.81125 -0.070
C 0.40906 2.87720 -3.17500 -0.306
C 1.29200 4.08367 -3.33669 -0.042
N 0.49542 2.07583 -2.16914 -0.368
O 1.41239 2.25277 -1.24433 -0.523
H -1.42840 2.97718 -6.09968 0.066
H -0.03370 3.99920 -5.66411 0.065
H -1.62625 4.31094 -4.96206 0.088
H -2.75830 0.52803 -4.35825 0.053
H 0.69389 4.99386 -3.42144 0.076
H 1.93342 4.01094 -4.21897 0.073
H 1.92211 4.14691 -2.45165 0.062
N 2.34444 -1.17628 0.30565 0.163
C 2.71770 -1.76985 1.21505 -0.152
C 3.18009 -2.50531 2.34614 -0.208
C 2.99000 -3.88722 2.39838 -0.027
C 3.45843 -4.60248 3.48504 -0.084
C 4.11542 -3.94846 4.51891 -0.084
C 4.29604 -2.57290 4.46931 -0.075
C 3.83016 -1.84669 3.38849 -0.026
H 2.47176 -4.38296 1.58796 0.117
H 3.30684 -5.67327 3.52997 0.100
H 4.48337 -4.51206 5.36689 0.099
H 4.79081 -2.06218 5.28521 0.106
H 3.94607 -0.77216 3.33896 0.122
C 4.19402 -1.65074 -4.14984 -0.027
N 2.90934 -1.72875 -3.49297 -0.135
C 2.09339 -2.83069 -3.39516 -0.078
C 1.00208 -2.42321 -2.68097 -0.143
N 1.13871 -1.10738 -2.34034 -0.059
C 2.28347 -0.71992 -2.84070 -0.189
H 4.40823 -2.59676 -4.64044 0.083
H 4.98485 -1.44295 -3.42839 0.090
H 4.19106 -0.86045 -4.90046 0.090
H 2.35814 -3.77740 -3.83433 0.105
H 0.12669 -2.98857 -2.40423 0.102
H 2.68942 0.27690 -2.73735 0.131
```

Its net charge is -1. As for the spin multiplicity: 1. The calculation puts the energy above the lowest of the compared OMol25 structures with the same formula, charge and spin at 1.678 eV.

Question: Which formula does entry 1 have?
Answer: C2ClO6Zr3